Entry 1:
{"formula": "C15H32IO4", "method": "the ωB97M-V functional and the def2-TZVPD basis", "total_energy_ha": -1189.2693, "largest_force_ev_per_a": 2.06, "e_above_lowest_kcal_mol": 0.0, "lumo_ev": 2.29, "homo_ev": -2.49, "orbital_gap_ev": 4.79, "total_charge": -1, "symbols": ["C", "C", "C", "C", "I", "O", "C", "C", "C", "O", "H", "H", "H", "H", "H", "H", "H", "H", "H", "H", "H", "H", "C", "C", "O", "C", "C", "H", "H", "H", "H", "H", "H", "H", "H", "H", "H", "C", "C", "O", "C", "C", "H", "H", "H", "H", "H", "H", "H", "H", "H", "H"], "coordinates": [[-1.4784, 1.7675, 7.6114], [-1.8030, 1.9243, 6.3686], [-0.8007, 1.8132, 5.2724], [-1.3080, 2.3470, 3.9122], [-0.0840, 1.1895, 2.4299], [-0.8264, 3.7048, 3.6975], [-1.4298, 4.6110, 4.5724], [-0.4559, 5.0634, 5.6849], [0.2135, 6.3826, 5.3289], [-1.0780, 5.1690, 6.9589], [-0.4491, 1.6337, 7.8965], [-2.2072, 1.7729, 8.3931], [-2.8098, 2.1656, 6.1051], [0.1480, 2.2418, 5.6113], [-0.6254, 0.7602, 5.1371], [-2.3582, 4.2339, 4.9921], [-1.7031, 5.4936, 4.0002], [0.3348, 4.3315, 5.6902], [1.2321, 6.3745, 5.6857], [-0.3246, 7.2179, 5.7539], [0.2696, 6.4400, 4.2545], [-1.1566, 4.2636, 7.2977], [0.2549, -3.9922, -2.5312], [1.1443, -3.3220, -1.4958], [0.7703, -1.9984, -1.1856], [-0.5338, -1.8221, -0.6476], [-0.7699, -2.5686, 0.6521], [0.2395, -3.4063, -3.4521], [0.6263, -4.9933, -2.7583], [-0.7742, -4.0909, -2.1844], [2.1612, -3.2556, -1.8872], [1.1996, -3.9299, -0.5849], [-1.2899, -2.0905, -1.3961], [-0.6396, -0.7531, -0.4659], [-0.6817, -3.6508, 0.5256], [-1.7688, -2.3547, 1.0315], [-0.0424, -2.2595, 1.4029], [2.3935, -2.8061, -5.7591], [2.4781, -2.8744, -7.2741], [1.3457, -3.4626, -7.8893], [0.1050, -2.8192, -7.6585], [0.0542, -1.3783, -8.1376], [2.2475, -3.8031, -5.3405], [3.3113, -2.3844, -5.3483], [1.5645, -2.1824, -5.4228], [3.3241, -3.4999, -7.5609], [2.6687, -1.8804, -7.6946], [-0.1670, -2.8835, -6.5990], [-0.6329, -3.4069, -8.2054], [0.7701, -0.7455, -7.6123], [-0.9403, -0.9630, -7.9717], [0.2820, -1.3233, -9.2035]], "atomic_forces_ev_per_a": [[0.5, -0.1, 2.0], [0.1, 0.5, -1.5], [0.0, 0.4, -0.7], [-0.5, 0.0, 0.2], [0.2, 0.0, -0.2], [0.3, -0.2, -0.1], [0.2, 0.3, 0.1], [-0.3, 0.1, -0.5], [0.0, -0.6, 0.2], [0.2, -0.1, 0.3], [0.3, -0.2, 0.2], [-0.4, 0.1, 0.5], [-0.6, -0.2, -0.3], [0.3, 0.0, 0.0], [0.1, -0.5, -0.1], [-0.2, -0.3, 0.2], [-0.2, 0.3, -0.3], [0.2, -0.5, 0.2], [0.3, 0.3, 0.3], [-0.2, 0.3, 0.0], [0.0, 0.3, -0.4], [-0.2, 0.2, -0.1], [-0.1, 0.0, 0.0], [0.0, -0.1, 0.0], [0.1, 0.1, -0.1], [-0.2, 0.0, 0.1], [0.2, -0.2, 0.0], [0.0, 0.0, 0.0], [0.0, 0.0, 0.0], [0.0, 0.0, 0.0], [0.0, 0.1, 0.0], [-0.1, 0.0, 0.0], [0.0, -0.1, 0.0], [0.1, 0.0, 0.0], [-0.1, 0.0, 0.0], [0.0, 0.1, 0.0], [-0.1, 0.1, 0.0], [-0.1, 0.0, 0.0], [0.1, 0.1, 0.1], [0.0, -0.1, -0.1], [-0.1, 0.1, 0.1], [0.1, 0.0, 0.0], [0.0, 0.0, 0.0], [0.0, 0.0, 0.0], [0.1, 0.1, 0.0], [-0.1, -0.1, -0.1], [0.0, 0.0, 0.0], [0.0, 0.1, 0.0], [0.1, -0.1, 0.0], [-0.1, 0.0, 0.1], [0.0, 0.0, 0.0], [0.0, 0.0, 0.0]], "nbo_charge": [-0.47, -0.13, -0.61, -0.12, -0.22, -0.64, -0.08, 0.06, -0.62, -0.75, 0.18, 0.18, 0.20, 0.17, 0.24, 0.18, 0.16, 0.17, 0.20, 0.21, 0.21, 0.48, -0.64, -0.06, -0.53, -0.07, -0.65, 0.20, 0.21, 0.21, 0.18, 0.16, 0.14, 0.21, 0.18, 0.22, 0.23, -0.65, -0.06, -0.54, -0.06, -0.64, 0.21, 0.22, 0.21, 0.18, 0.16, 0.16, 0.18, 0.21, 0.22, 0.21]}

***

Entry 2:
{"formula": "C13H43NO9", "method": "the ωB97M-V functional and the def2-TZVPD basis", "total_energy_ha": -1252.6665, "largest_force_ev_per_a": 3.58, "e_above_lowest_kcal_mol": 164.3, "lumo_ev": 0.27, "homo_ev": -8.12, "orbital_gap_ev": 8.39, "total_charge": 0, "smiles": "CC1(C)CCCC(C)(C)N1O.CO.CO.CO.CO.O.O.O.O", "symbols": ["C", "C", "C", "C", "C", "C", "C", "C", "C", "N", "O", "H", "H", "H", "H", "H", "H", "H", "H", "H", "H", "H", "H", "H", "H", "H", "H", "H", "H", "H", "C", "O", "H", "H", "H", "H", "C", "O", "H", "H", "H", "H", "C", "O", "H", "H", "H", "H", "C", "O", "H", "H", "H", "H", "O", "H", "H", "O", "H", "H", "O", "H", "H", "O", "H", "H"], "coordinates": [[-3.8154, 4.2678, 1.2061], [-3.2590, 3.2695, 0.2135], [-4.1882, 3.3888, -1.0739], [-1.8795, 3.9551, -0.1267], [-1.0919, 2.9715, -0.9571], [-0.9362, 1.5185, -0.2998], [-2.2425, 0.8551, 0.0616], [-2.9828, 0.2137, -1.1398], [-1.8188, -0.3679, 1.0418], [-3.1108, 1.8919, 0.6590], [-4.2548, 1.3782, 1.1179], [-3.3574, 4.1610, 2.1895], [-4.9012, 4.1742, 1.2254], [-3.7233, 5.3045, 0.8823], [-4.4623, 4.4199, -1.2972], [-5.1466, 2.8809, -0.9663], [-3.6409, 3.0251, -1.9435], [-2.0670, 4.8125, -0.7731], [-1.3651, 4.2805, 0.7775], [-0.1466, 3.4029, -1.2861], [-1.5278, 2.8606, -1.9501], [-0.3667, 1.5688, 0.6283], [-0.3552, 0.9124, -0.9949], [-3.3773, 0.8765, -1.9100], [-2.3513, -0.5470, -1.5989], [-3.8883, -0.2408, -0.7377], [-2.6378, -0.4962, 1.7496], [-1.6857, -1.3469, 0.5814], [-0.9444, -0.1226, 1.6445], [-4.1518, 1.2325, 2.0612], [3.0782, 0.2601, 2.3053], [4.2184, -0.2500, 2.9889], [2.4508, -0.4105, 1.7181], [2.2787, 0.6307, 2.9469], [3.2624, 1.1489, 1.7018], [4.0707, -1.1797, 3.1770], [0.8787, -1.3475, 0.0269], [1.4359, -2.2583, -0.8301], [-0.0173, -1.7042, 0.5349], [1.6259, -0.8875, 0.6735], [0.4816, -0.5395, -0.5876], [2.1259, -2.6979, -0.3278], [0.4509, -0.0116, -2.8287], [0.7969, -1.3869, -2.8450], [0.0151, 0.4596, -3.7097], [-0.2052, -0.0212, -1.9583], [1.2227, 0.6877, -2.5072], [0.9161, -1.6115, -1.9192], [4.4199, -1.5963, 0.1513], [4.9813, -1.1116, -1.0117], [4.3644, -0.9823, 1.0502], [3.3655, -1.6890, -0.1087], [4.7157, -2.6416, 0.2400], [5.8824, -0.8977, -0.7589], [3.0889, -4.3050, 0.7553], [2.9537, -3.9829, -0.1359], [2.2206, -4.5874, 1.0427], [0.8504, -4.3527, -0.0939], [0.4678, -4.9122, -0.7698], [1.1750, -3.5885, -0.5703], [2.9451, -3.8260, -1.5364], [2.2025, -3.8057, -2.1401], [3.6397, -4.2674, -2.0252], [1.2192, -2.1993, 2.4240], [0.6759, -1.6600, 2.9986], [1.4222, -2.9761, 2.9451]], "atomic_forces_ev_per_a": [[-1.4, -0.5, 0.7], [0.3, 2.0, -2.2], [0.6, 0.0, 0.4], [-0.6, -1.9, -0.8], [0.9, -1.3, -0.1], [0.4, 2.3, -0.7], [0.0, -0.5, -0.9], [-0.1, -0.2, 0.4], [-1.8, 1.5, 0.4], [3.3, 0.8, 1.2], [-2.8, -1.1, 0.5], [-0.2, 0.0, 0.1], [-0.2, -0.3, 0.7], [0.6, -0.1, -0.3], [0.3, 0.2, 0.2], [0.2, -0.4, 0.1], [-0.3, -0.2, -0.1], [-0.2, 0.2, 0.3], [0.0, -0.2, 0.0], [0.6, -0.2, 0.6], [-0.7, -0.3, 0.1], [0.2, 0.5, 0.0], [-0.6, 0.8, 0.8], [0.5, 0.4, 0.1], [-0.2, -0.1, -0.1], [0.1, -0.4, 0.0], [-0.1, -0.1, 0.1], [-0.3, 0.5, -0.4], [0.1, 0.1, -0.2], [0.0, 0.1, 0.2], [-1.5, 0.8, 0.3], [-0.6, 0.5, -0.4], [1.4, -0.3, 0.3], [0.2, 0.1, 1.1], [0.9, -0.3, -0.1], [-0.1, -0.1, 0.0], [-1.9, 2.5, 0.5], [1.5, 0.4, 1.5], [1.0, -0.5, 0.1], [-0.7, -0.5, -0.4], [0.4, -0.2, 0.3], [1.1, 0.9, 0.2], [-0.4, -0.4, 1.3], [-0.2, 1.2, -2.8], [-0.2, -0.8, -0.2], [-0.7, 0.6, -1.5], [0.9, -0.2, -0.1], [0.3, -0.2, -1.4], [-2.3, -1.6, -0.1], [1.3, 1.4, -0.6], [1.3, -0.2, -0.4], [0.3, 0.2, 0.1], [0.3, 0.1, 1.1], [0.3, 0.2, -0.5], [1.3, 0.1, 2.8], [0.4, -1.0, 0.2], [0.0, -0.3, -0.1], [-2.3, -2.5, 0.5], [-0.3, -0.4, 0.1], [-1.6, -0.5, -0.1], [1.0, -0.4, -3.2], [-0.1, 0.2, -0.4], [0.4, -0.1, 0.1], [0.2, -0.4, 0.5], [-0.2, 0.2, 0.2], [0.1, -0.3, 0.1]], "nbo_charge": [-0.61, 0.14, -0.65, -0.40, -0.41, -0.42, 0.16, -0.65, -0.61, -0.21, -0.57, 0.21, 0.21, 0.22, 0.21, 0.22, 0.20, 0.21, 0.21, 0.21, 0.20, 0.19, 0.21, 0.22, 0.21, 0.22, 0.21, 0.22, 0.19, 0.46, -0.27, -0.71, 0.18, 0.16, 0.18, 0.48, -0.25, -0.79, 0.20, 0.19, 0.17, 0.54, -0.24, -0.75, 0.19, 0.15, 0.15, 0.47, -0.26, -0.71, 0.19, 0.14, 0.18, 0.46, -0.99, 0.45, 0.49, -0.98, 0.47, 0.45, -0.92, 0.50, 0.51, -0.95, 0.47, 0.48]}

***

What is the formula in the second record? C13H43NO9